C26H57N5O2P2Y | wB97M-V/def2-TZVPD

```
93
Properties=species:S:1:pos:R:3:mulliken_spin:R:1
C 2.23110 -1.45346 -2.23652 0.07
N 1.51705 -2.00787 -1.19584 0.04
C 1.94670 -3.15632 -0.61672 -0.02
C 3.09895 -3.80053 -1.02897 0.00
C 3.90175 -3.19620 -1.99986 0.00
C 3.47906 -2.01885 -2.58680 0.02
Y -0.22851 -0.89773 -0.19029 0.27
C 1.10393 -3.70466 0.51897 0.03
N 0.47618 -2.63104 1.35524 -0.03
C 1.47522 -2.10092 2.34827 0.03
C 2.70038 -1.41821 1.76541 0.00
C 1.67150 -0.36448 -2.96646 -0.14
P 0.44774 0.85917 -2.66810 0.12
C -0.57213 0.86937 -4.21011 0.01
C 0.07296 1.75991 -5.28271 0.01
C 1.19647 2.47726 -2.17236 -0.12
C 0.10401 3.55767 -2.17854 -0.01
C 1.77657 2.33400 -0.75365 0.19
C 2.35218 2.86669 -3.10858 0.00
C -0.65778 -0.56309 -4.77122 0.01
C -1.98034 1.37291 -3.86566 0.01
C -0.65677 -3.16808 2.17953 0.08
C -1.68603 -3.95375 1.38261 0.04
H 3.36129 -4.74384 -0.54539 0.00
H 4.84467 -3.65864 -2.28473 0.00
H 4.07107 -1.52003 -3.35104 0.00
H 2.30978 -0.08610 -3.82580 0.05
H 2.20726 3.30076 -0.44705 0.00
H 1.01883 2.06661 -0.00224 -0.01
H 2.58491 1.58961 -0.71556 0.01
H 2.77779 3.81371 -2.74450 0.00
H 3.15099 2.11423 -3.09884 0.00
H 2.03599 3.02613 -4.14530 0.00
H 0.53783 4.49307 -1.79354 0.00
H -0.27697 3.77003 -3.18562 0.01
H -0.74555 3.29418 -1.53440 0.01
H -0.52311 1.65850 -6.20098 0.00
H 0.07829 2.82530 -5.02197 0.00
H 1.09573 1.44134 -5.52515 0.00
H 0.33820 -0.97970 -4.95945 0.01
H -1.21612 -1.25278 -4.12162 0.00
H -1.19074 -0.51077 -5.73010 0.00
H -1.97934 2.40039 -3.47987 -0.01
H -2.58039 1.35174 -4.78619 0.00
H -2.47460 0.72241 -3.12928 0.01
H 0.32615 -4.35956 0.09948 0.00
H 1.73584 -4.34291 1.16116 0.00
H 0.92990 -1.39333 2.98943 0.00
H 1.78357 -2.94707 2.98843 0.00
H -1.11451 -2.30052 2.68591 -0.05
H -0.23280 -3.80609 2.97616 0.00
H -2.64678 -3.91348 1.91132 0.00
H -1.86801 -3.58987 0.35955 -0.02
H -1.39220 -5.00960 1.33083 0.00
H 3.28390 -0.99780 2.59553 0.00
H 3.34242 -2.13068 1.23449 0.00
H 2.46995 -0.57949 1.08573 0.03
H -0.57582 0.67159 -1.65644 0.27
C -3.14532 -1.93784 -1.60839 0.04
H -3.15558 -2.91578 -1.12042 -0.01
H -3.48558 -2.02466 -2.64331 0.00
H -3.77739 -1.25988 -1.02843 -0.01
O -1.78422 -1.43150 -1.56076 0.02
H -1.29860 -1.24105 -2.44261 0.00
C 1.67353 1.50950 3.36656 0.00
N 0.45010 0.71553 3.63546 0.00
C 0.33724 0.26203 5.03056 0.00
P -0.82242 1.02314 2.63968 -0.03
O -0.38341 0.71125 1.20329 -0.02
N -2.10181 0.01190 2.90885 0.01
C -3.10799 -0.09947 1.82111 0.04
C -2.68438 -0.16812 4.25461 0.00
N -1.15533 2.63027 2.64891 0.00
C -1.41979 3.33617 3.90713 0.00
C -1.70249 3.29221 1.45999 -0.03
H 1.55310 2.56197 3.66949 0.00
H 1.94773 1.46864 2.30496 0.00
H 2.49318 1.06588 3.94498 0.00
H -0.29800 0.92563 5.63963 0.00
H -0.03958 -0.76849 5.08131 0.00
H 1.34613 0.26486 5.46114 0.00
H -3.13466 -1.13260 1.42875 -0.01
H -4.10495 0.13886 2.22243 0.00
H -2.90441 0.59653 0.99265 0.01
H -2.16134 -0.96510 4.80302 0.00
H -2.67109 0.76242 4.84537 0.00
H -3.72978 -0.47591 4.13143 0.00
H -1.39545 4.41294 3.70012 0.00
H -2.41205 3.08671 4.31829 0.00
H -0.64811 3.11044 4.65549 0.00
H -1.08318 3.09451 0.57595 0.04
H -2.74153 2.98676 1.25365 0.00
H -1.69018 4.37314 1.64848 0.00
```

As for the HOMO-LUMO gap (alpha / beta): 5.63 / 7.31 eV. As for the total energy: -2169.72887 Eh. Its total charge is +2. Its spin multiplicity is 2.